i) 20
Properties=species:S:1:pos:R:3 method="wB97M-V/def2-TZVPD" orbital_gap_ev=10.42 homo_energy_ev=-9.75 lumo_ha=0.02458
C 1.163 -1.675 0.564
N 0.273 -0.869 0.927
C -0.087 -0.886 2.334
C 1.043 -0.550 3.309
H 1.294 -2.690 0.954
H 1.652 -1.553 -0.400
H -0.416 -1.901 2.601
H -0.994 -0.323 2.556
H 1.132 0.496 3.581
H 1.972 -0.946 2.890
H 0.937 -1.136 4.213
O 0.688 2.116 -0.729
H -0.051 1.505 -0.595
H 0.189 2.941 -0.667
O -0.173 -0.603 -2.242
H -0.173 -0.837 -1.301
H -0.766 -1.277 -2.596
O -2.346 1.834 -3.031
H -1.644 1.189 -2.886
H -2.789 1.590 -3.850

ii) 20
Properties=species:S:1:pos:R:3 method="wB97M-V/def2-TZVPD" orbital_gap_ev=9.05 homo_energy_ev=-8.56 lumo_ha=0.01803
C -0.906 1.234 -0.374
C 0.320 1.602 -0.810
N 1.502 1.145 -0.287
C 2.742 0.900 -1.329
H -1.038 0.696 0.563
H -1.786 1.953 -0.514
H 0.480 2.057 -1.785
H 1.478 0.277 0.213
H 2.464 0.689 -2.401
H 3.265 0.102 -0.955
H 3.400 1.809 -1.289
O 0.150 -2.451 -1.373
H -0.129 -2.994 -0.593
H -0.585 -1.829 -1.361
O -3.246 0.166 2.392
H -2.805 0.691 3.068
H -2.870 0.795 1.630
O -0.912 -2.595 1.613
H -1.545 -1.924 1.801
H 0.024 -2.320 1.792

Short version: i), ii), most stable first.

i) 20
Properties=species:S:1:pos:R:3 method="wB97M-V/def2-TZVPD" orbital_gap_ev=10.33 homo_energy_ev=-9.57 lumo_ha=0.02765
C 1.232 1.018 1.877
C 0.766 1.002 0.450
O -0.622 0.717 0.480
C 1.605 0.020 -0.392
N 0.882 -0.834 -1.311
H 0.815 1.851 2.453
H 0.931 0.085 2.400
H 2.323 1.059 1.973
H 0.873 2.007 0.044
H -1.038 1.076 -0.320
H 2.332 0.587 -0.982
H 2.256 -0.576 0.269
H 0.593 -1.720 -0.928
H 1.328 -0.944 -2.202
O -1.400 -1.987 0.902
H -1.237 -1.104 0.532
H -0.717 -2.060 1.575
O -1.918 0.565 -1.968
H -1.211 -0.066 -2.188
H -2.734 0.069 -2.084

ii) 20
Properties=species:S:1:pos:R:3 method="wB97M-V/def2-TZVPD" orbital_gap_ev=9.01 homo_energy_ev=-8.43 lumo_ha=0.02132
C 1.983 -2.212 -0.084
C 1.019 -1.049 0.027
C -0.256 -1.097 -0.463
N -1.276 -0.091 -0.164
H 2.977 -1.960 0.204
H 1.422 -3.051 0.429
H 1.914 -2.547 -1.078
H 1.358 -0.219 0.590
H -0.657 -1.916 -1.041
H -2.143 -0.560 -0.159
H -1.140 0.248 0.738
O -0.664 1.167 2.466
H -0.244 1.737 1.869
H -0.199 1.517 3.242
O -2.404 0.965 -2.822
H -1.984 0.456 -2.110
H -3.165 1.427 -2.173
O 0.981 2.526 0.560
H 1.723 2.887 0.132
H 0.754 1.770 -0.163

iii) 20
Properties=species:S:1:pos:R:3 method="wB97M-V/def2-TZVPD" orbital_gap_ev=8.79 homo_energy_ev=-8.17 lumo_ha=0.02282
C -1.619 -0.646 1.045
C -0.961 -0.463 -0.304
C -1.345 0.492 -1.151
N -0.581 1.042 -2.196
H -0.950 -0.333 1.841
H -1.802 -1.707 1.225
H -2.551 -0.083 1.024
H -0.188 -1.186 -0.565
H -2.329 0.940 -1.079
H -1.117 1.164 -3.040
H 0.312 0.600 -2.363
O 0.621 -2.518 1.766
H 1.467 -2.142 1.469
H 0.881 -3.431 1.951
O 1.053 3.225 -0.059
H 0.482 2.623 -0.547
H 0.606 4.076 -0.087
O 2.679 -0.795 0.663
H 3.288 -0.779 -0.080
H 2.052 -0.080 0.487

Short version: i), iii), ii), most stable first.

i) 63
Properties=species:S:1:pos:R:3 method="wB97M-V/def2-TZVPD" orbital_gap_ev=8.77 homo_energy_ev=-9.57 lumo_ha=-0.02926
O 0.690 4.388 0.319
H 1.679 4.440 0.492
H 0.670 3.752 0.958
O -1.206 -0.604 0.833
H -1.506 -0.595 1.788
H -2.008 -1.008 0.477
O 3.342 -1.747 -0.757
H 2.712 -1.403 -0.172
H 3.430 -2.077 -1.649
O 4.296 0.091 2.683
H 4.147 -0.345 3.526
H 5.096 -0.178 2.274
O 0.849 -3.609 -1.692
H -0.070 -3.673 -1.446
H 0.930 -2.856 -2.304
O -1.124 -1.990 -2.397
H -0.555 -1.328 -2.033
H -1.716 -2.372 -1.727
O 0.319 0.809 -5.625
H -0.425 0.664 -4.955
H 0.786 1.542 -5.079
O 0.295 -2.188 3.881
H -0.202 -2.503 4.625
H 0.641 -2.825 3.337
O 1.873 2.623 1.962
H 2.624 2.419 2.462
H 2.313 2.285 1.194
O -0.115 1.052 3.181
H 0.350 1.707 2.790
H 0.425 0.288 3.347
O -2.067 3.873 2.730
H -2.235 4.270 1.851
H -2.191 2.886 2.589
O 0.326 3.477 3.668
H -0.496 3.761 3.373
H 0.084 2.647 3.928
O 0.976 -1.603 -0.252
H 0.459 -1.752 0.584
H 1.548 -2.260 -0.580
O -2.089 0.148 -3.651
H -1.688 -0.664 -3.354
H -3.054 0.099 -3.447
O -3.097 -1.437 2.467
H -3.860 -0.838 2.566
H -2.770 -1.559 3.307
O 0.814 3.897 -2.093
H 1.699 4.342 -1.718
H 0.959 3.041 -1.796
O -0.694 -3.599 0.114
H -0.761 -4.513 -0.122
H -0.755 -3.678 1.094
O -3.626 -2.359 -0.456
H -3.693 -1.691 -1.054
H -3.635 -2.152 0.451
O 1.002 -2.542 -3.955
H 0.693 -1.611 -4.072
H 0.444 -3.212 -3.961
O 1.832 0.886 -0.772
H 1.351 0.010 -0.479
H 2.364 0.306 -1.277
O -2.444 2.271 -2.040
H -1.770 1.592 -1.978
H -2.167 3.205 -1.961

ii) 63
Properties=species:S:1:pos:R:3 method="wB97M-V/def2-TZVPD" orbital_gap_ev=9.62 homo_energy_ev=-10.33 lumo_ha=-0.02613
O 0.372 1.655 -3.393
H 1.191 1.520 -2.843
H 0.285 2.596 -3.639
O -1.118 -2.073 -1.169
H -0.890 -2.975 -1.277
H -0.312 -1.678 -0.829
O -2.086 0.683 -4.160
H -1.274 0.884 -4.534
H -1.750 0.060 -3.489
O -0.885 -2.026 1.838
H -1.534 -2.791 2.029
H -0.715 -2.204 0.976
O 1.095 -4.334 -2.352
H 1.467 -4.281 -1.521
H 2.095 -4.060 -2.822
O -2.812 -1.137 4.465
H -2.160 -1.578 4.927
H -2.402 -0.833 3.704
O -4.883 2.601 -1.282
H -4.893 1.781 -0.705
H -4.039 2.407 -1.749
O 3.826 -0.627 -2.600
H 4.397 -0.536 -3.375
H 3.342 0.257 -2.683
O 1.178 -3.256 0.119
H 1.586 -3.947 0.610
H 1.047 -2.491 0.908
O -3.660 -1.538 0.356
H -3.452 -0.816 0.839
H -3.311 -1.150 -0.460
O -0.184 1.288 4.548
H 0.044 0.722 3.784
H -0.696 0.728 5.073
O 3.436 3.198 -0.130
H 2.908 4.104 -0.103
H 3.436 2.916 0.805
O -0.176 -1.435 -3.417
H -0.311 -2.191 -3.783
H 0.614 -1.514 -2.899
O -4.124 0.903 1.884
H -3.625 1.238 2.799
H -4.608 0.160 2.427
O 0.746 3.112 2.481
H 0.009 2.729 1.740
H 0.365 2.944 3.375
O -3.268 -1.893 -4.073
H -2.736 -1.913 -3.246
H -2.785 -1.294 -4.617
O 1.476 0.353 1.556
H 2.369 -0.132 1.602
H 1.812 1.243 1.591
O 1.248 -1.513 3.345
H 0.238 -1.747 3.397
H 1.370 -1.165 2.419
O 2.140 1.140 -1.370
H 2.492 0.350 -0.851
H 2.810 1.784 -1.124
O 4.478 0.782 2.222
H 4.932 1.588 2.215
H 5.148 0.393 1.480
O 0.325 4.597 0.315
H 0.272 4.237 1.071
H 0.142 4.178 -0.402

iii) 63
Properties=species:S:1:pos:R:3 method="wB97M-V/def2-TZVPD" orbital_gap_ev=9.64 homo_energy_ev=-9.99 lumo_ha=-0.01299
O 2.648 -1.778 4.390
H 1.738 -2.045 4.609
H 2.943 -2.539 3.917
O -4.136 -0.162 -2.517
H -3.697 -0.635 -1.866
H -5.041 0.247 -2.428
O -3.993 -2.225 0.696
H -3.487 -1.787 1.443
H -3.777 -1.665 -0.067
O -0.318 -3.175 3.087
H -0.867 -3.189 2.248
H -0.817 -2.755 3.782
O -4.030 -0.262 2.189
H -3.116 -0.154 1.812
H -4.260 -0.458 3.131
O -1.432 5.063 -1.526
H -0.665 4.879 -0.951
H -2.164 4.517 -1.024
O 4.554 0.624 0.636
H 4.592 1.554 0.683
H 3.597 0.602 0.382
O 2.490 -0.612 1.444
H 3.375 -0.882 0.991
H 2.896 -0.540 2.409
O -1.576 0.235 -0.346
H -0.579 0.282 -0.474
H -1.817 -0.646 -0.091
O -0.501 1.967 -3.069
H -0.936 1.146 -2.885
H -1.229 2.630 -3.081
O -0.080 3.098 1.530
H -0.153 2.683 2.397
H 0.534 2.724 0.880
O 0.620 -3.323 -2.102
H 0.893 -4.291 -2.135
H 0.156 -3.147 -2.870
O -1.548 -2.859 0.601
H -1.423 -3.013 -0.323
H -2.362 -3.392 0.706
O -2.449 3.092 -0.329
H -1.791 2.792 0.442
H -2.235 2.486 -1.035
O 1.686 -4.070 1.838
H 0.927 -3.793 2.458
H 2.482 -3.526 1.938
O 0.706 -1.455 -4.491
H 1.593 -1.380 -4.195
H 0.728 -2.232 -5.078
O 4.138 1.340 -2.833
H 4.343 0.493 -3.228
H 3.802 1.272 -1.978
O 2.005 -1.122 -1.038
H 1.831 -1.405 -0.137
H 2.604 -1.566 -1.600
O 0.861 1.278 -0.228
H 1.768 1.036 -0.279
H 0.421 0.951 -1.002
O -2.238 1.404 1.649
H -1.537 2.029 1.781
H -3.051 1.969 1.534
O 2.526 3.424 0.270
H 2.011 3.854 1.034
H 2.051 2.874 -0.250

Short version: iii), i), ii), most stable first.

i) 19
Properties=species:S:1:pos:R:3 method="wB97M-V/def2-TZVPD" orbital_gap_ev=5.76 homo_energy_ev=-2.08 lumo_ha=0.13534 charge=-1
C 1.992 -0.949 -1.639
C 1.371 -0.049 -0.586
N 0.167 -0.642 -0.070
C -0.613 0.160 0.883
C -0.938 1.549 0.332
C -1.821 -0.608 1.444
O -2.112 -0.233 2.698
H 2.759 -0.386 -2.183
H 2.470 -1.845 -1.269
H 1.273 -1.182 -2.378
H 2.106 0.057 0.225
H 1.219 0.986 -0.929
H -0.404 -0.918 -0.852
H 0.046 0.342 1.740
H -0.172 2.301 0.540
H -1.849 1.928 0.794
H -1.178 1.572 -0.741
H -1.622 -1.689 1.244
H -2.693 -0.394 0.748

ii) 19
Properties=species:S:1:pos:R:3 method="wB97M-V/def2-TZVPD" orbital_gap_ev=5.02 homo_energy_ev=-1.91 lumo_ha=0.11454 charge=-1
C 2.433 -1.699 0.865
O 3.660 -1.122 0.866
C 1.309 -0.630 0.878
C -0.040 -0.930 0.212
C -0.611 0.231 -0.616
C -2.321 1.882 -0.824
N -1.286 1.138 0.306
H 2.303 -2.367 1.763
H 2.304 -2.351 -0.036
H 1.261 -0.193 1.857
H 1.761 0.154 0.258
H -0.811 -1.076 0.967
H 0.021 -1.836 -0.396
H 0.206 0.734 -1.139
H -1.208 -0.185 -1.434
H -1.751 2.490 -1.562
H -2.736 1.091 -1.435
H -3.168 2.529 -0.574
H -1.326 2.141 0.042

Short version: i), ii), most stable first.

i) 19
Properties=species:S:1:pos:R:3 method="wB97M-V/def2-TZVPD" orbital_gap_ev=6.02 homo_energy_ev=-2.53 lumo_ha=0.12813 charge=-1
C 2.388 0.837 -1.885
O 2.680 0.978 -3.149
C 1.047 0.864 -1.104
C 1.187 1.039 0.419
C -0.293 0.938 0.903
C -2.930 -2.355 1.100
N -1.151 0.366 1.843
H 3.120 1.744 -1.376
H 2.806 -0.179 -1.382
H 0.378 1.648 -1.514
H 0.440 -0.092 -1.326
H 1.568 2.077 0.564
H 1.736 0.281 1.005
H -0.857 1.554 0.208
H -0.388 -0.293 1.162
H -3.232 -1.773 0.221
H -2.205 -1.750 1.646
H -2.570 -3.380 0.810
H -3.723 -2.504 1.857

ii) 19
Properties=species:S:1:pos:R:3 method="wB97M-V/def2-TZVPD" orbital_gap_ev=6.37 homo_energy_ev=-2.58 lumo_ha=0.13935 charge=-1
N -0.155 -2.636 -2.085
C 0.319 -2.655 -0.631
O -0.530 -2.015 0.153
H -0.123 -3.519 -2.575
H -1.111 -2.326 -1.972
H 0.499 -3.742 -0.407
H 1.336 -2.172 -0.657
C -0.485 0.897 -0.710
C 0.226 0.850 0.652
C 0.545 2.213 1.188
C -0.038 2.833 2.212
H 0.172 1.426 -1.412
H -0.625 -0.141 -0.999
H -1.438 1.425 -0.676
H 1.118 0.228 0.632
H -0.479 0.352 1.322
H 1.306 2.771 0.641
H 0.233 3.852 2.468
H -0.769 2.358 2.856

iii) 19
Properties=species:S:1:pos:R:3 method="wB97M-V/def2-TZVPD" orbital_gap_ev=5.48 homo_energy_ev=-1.98 lumo_ha=0.12852 charge=-1
C 1.525 0.800 2.545
C 0.243 0.592 1.660
C 0.807 0.065 0.311
N -0.106 0.364 -0.822
C -1.032 -0.781 -1.186
C -1.588 -0.655 -2.602
O -1.652 -1.920 -3.114
H 2.164 -0.044 2.297
H 1.101 0.614 3.539
H 2.005 1.763 2.378
H -0.246 1.528 1.428
H -0.615 0.007 2.100
H 1.764 0.576 0.151
H 0.970 -1.015 0.376
H 0.525 0.470 -1.607
H -0.247 -1.580 -1.190
H -1.809 -0.681 -0.409
H -1.203 0.107 -3.329
H -2.607 -0.209 -2.526

Short version: ii), iii), i), most stable first.

i) 17
Properties=species:S:1:pos:R:3 method="wB97M-V/def2-TZVPD" orbital_gap_ev=9.29 homo_energy_ev=-8.48 lumo_ha=0.02982
C -1.475 -2.067 1.031
C -0.719 -0.951 0.933
O -0.593 0.201 1.590
C 0.248 1.105 0.946
C 0.296 0.575 -0.421
N 0.822 1.302 -1.351
N 1.296 2.577 -0.803
N -0.080 -0.682 -0.326
N -0.139 -1.556 -1.361
H -1.799 -2.408 2.074
H -1.376 -2.793 0.227
H -0.281 2.081 0.994
H 1.249 1.130 1.356
H 1.228 3.270 -1.588
H 2.278 2.501 -0.780
H -1.179 -1.830 -1.461
H 0.226 -2.454 -1.059

ii) 17
Properties=species:S:1:pos:R:3 method="wB97M-V/def2-TZVPD" orbital_gap_ev="8.50 / 8.50" homo_energy_ev="-7.77 / -7.77" lumo_ha="0.02681 / 0.02681"
C -1.512 0.677 -1.595
C -0.813 1.505 -2.409
C 1.645 -1.054 1.065
C 0.446 -0.584 1.923
N 0.320 1.196 -0.499
N -1.180 -0.165 0.602
N -0.773 0.479 -0.407
N -1.252 1.968 -3.624
O 0.354 1.785 -1.772
H -2.392 0.102 -1.876
H 2.559 -0.420 1.094
H 1.962 -2.075 1.275
H 1.200 -1.061 0.051
H 0.500 0.349 2.443
H -0.044 -1.405 2.312
H -2.082 1.458 -3.781
H -0.995 2.931 -3.783

iii) 17
Properties=species:S:1:pos:R:3 method="wB97M-V/def2-TZVPD" orbital_gap_ev=8.61 homo_energy_ev=-7.96 lumo_ha=0.02389
N 2.176 0.096 1.349
C 1.182 -0.370 0.518
N 1.347 -1.559 0.023
N 0.271 -1.819 -0.781
C -0.669 -0.867 -0.621
N -1.874 -0.885 -1.284
C -0.085 0.218 0.306
C -0.809 1.531 0.516
O -0.056 2.662 0.107
H 2.396 1.090 1.233
H 3.105 -0.323 1.122
H 0.173 -2.765 -1.046
H -2.067 -1.721 -1.804
H -2.740 -0.765 -0.793
H -1.765 1.311 0.089
H -0.960 1.778 1.713
H 0.378 2.389 -0.647

Short version: iii), i), ii), most stable first.

i) 14
Properties=species:S:1:pos:R:3 method="wB97M-V/def2-TZVPD" orbital_gap_ev=9.40 homo_energy_ev=-13.71 lumo_ha=-0.15824 charge=+1
C -2.481 -0.004 -0.226
C -0.731 0.093 0.409
C 1.387 1.202 -0.056
N 0.526 0.030 -0.335
O -1.684 1.015 -0.115
O -1.647 -0.952 0.091
H 1.040 -2.696 1.268
H -3.542 -0.044 -0.391
H 0.967 -2.197 0.647
H 1.419 1.373 1.018
H 2.392 1.019 -0.428
H 0.976 2.086 -0.539
H 0.977 -0.859 0.015
H 0.400 -0.063 -1.357

ii) 14
Properties=species:S:1:pos:R:3 method="wB97M-V/def2-TZVPD" orbital_gap_ev=8.48 homo_energy_ev=-13.84 lumo_ha=-0.19700 charge=+1
C 0.322 -0.515 0.063
C 0.213 0.757 -0.373
C 0.342 -0.639 -1.977
O 0.399 0.342 -2.836
O 0.322 -1.794 -2.113
N -0.709 0.604 2.762
H -0.551 -1.127 0.255
H 1.270 -0.977 0.275
H 1.092 1.371 -0.505
H -0.763 1.187 -0.524
H 0.445 -0.039 -3.739
H -1.467 0.183 2.233
H -1.005 0.663 3.727
H 0.090 -0.015 2.751

Short version: ii), i), most stable first.